# C5H3NO

C5H3NO in the gas phase (ωB97M-V with the def2-TZVPD basis set, the OMol25 dataset).

Each line ends with the natural charge from an NBO analysis.
Positions of all 10 atoms, in Å:
C 2.542 0.191 0.086  -0.19
C 1.343 0.284 0.144  -0.03
C -0.069 0.139 0.093  -0.27
C -1.099 1.024 0.054  0.18
O -2.253 0.373 -0.112  -0.27
N -2.015 -0.982 -0.191  -0.10
C -0.727 -1.117 -0.069  0.00
H 3.579 0.012 -0.066  0.24
H -1.162 2.101 0.119  0.22
H -0.263 -2.094 -0.102  0.23

Values from the calculation:
Net charge: 0
M, g mol⁻¹: 93.08
SMILES string: C#Cc1cnoc1
Frontier orbital gap, eV: 10.413

***

# C5H3NO

A molecular structure, C5H3NO in a non-equilibrium geometry (ωB97M-V with the def2-TZVPD basis set, the OMol25 dataset).

Each line ends with the natural charge from an NBO analysis.
Positions of all 10 atoms, in Å:
O -1.643 -0.146 1.141  -0.61
C -0.705 0.253 0.307  0.06
C -0.377 -0.874 -0.590  0.05
C 0.804 0.198 0.643  -0.05
C 1.949 -0.250 0.773  -0.13
C -0.979 1.531 -0.415  0.25
N -1.280 2.513 -0.975  -0.28
H -0.404 -0.817 -1.685  0.22
H -0.330 -1.847 -0.108  0.23
H 2.966 -0.560 0.909  0.26

Values from the calculation:
Net charge: 0
M, g mol⁻¹: 93.08
Frontier orbital gap (alpha / beta), eV: 7.786 / 6.493

***

# C5H3NO

C5H3NO in the gas phase in a non-equilibrium geometry (ωB97M-V with the def2-TZVPD basis set, the OMol25 dataset).

Each line ends with the natural charge from an NBO analysis.
Positions of all 10 atoms, in Å:
C 2.623 0.708 0.249  -0.32
C 1.403 0.460 0.236  0.01
C 0.045 0.110 0.122  -0.31
C -1.030 0.934 0.003  0.22
O -2.143 0.218 -0.072  -0.26
N -1.832 -1.130 -0.047  -0.10
C -0.539 -1.193 0.078  0.01
H 2.631 0.034 -0.661  0.30
H -1.120 2.011 -0.015  0.23
H -0.038 -2.153 0.107  0.23

Values from the calculation:
Net charge: 0
M, g mol⁻¹: 93.08
SMILES string: C#Cc1cnoc1
Frontier orbital gap, eV: 10.152

***

# C5H3NO

C5H3NO in the gas phase in a non-equilibrium geometry (ωB97M-V with the def2-TZVPD basis set, the OMol25 dataset).

Each line ends with the natural charge from an NBO analysis.
Positions of all 10 atoms, in Å:
O 0.005 -1.283 0.245  -0.37
C -0.394 -0.333 -0.645  0.13
C -0.265 0.907 -0.109  -0.22
C 0.357 0.721 1.148  -0.33
C 0.452 -0.624 1.338  0.13
C -0.608 -0.678 -2.005  0.24
N -0.711 -0.839 -3.147  -0.28
H -0.535 1.858 -0.540  0.24
H 0.922 1.528 1.563  0.24
H 0.777 -1.258 2.153  0.22

Values from the calculation:
Net charge: 0
M, g mol⁻¹: 93.08
SMILES string: N#Cc1ccco1
Frontier orbital gap, eV: 9.994

***

# C5H3NO

C5H3NO in the gas phase (ωB97M-V with the def2-TZVPD basis set, the OMol25 dataset).

Each line ends with the natural charge from an NBO analysis.
Positions of all 10 atoms, in Å:
O 1.780 -0.808 -1.596  -0.44
C 0.837 -0.625 -0.867  0.51
C 0.709 0.637 -0.025  -0.57
C -0.514 0.773 0.758  -0.05
C -1.512 0.920 1.414  -0.18
C -0.243 -1.632 -0.792  0.16
N -1.081 -2.427 -0.820  -0.22
H 0.831 1.480 -0.718  0.28
H 1.584 0.667 0.637  0.28
H -2.391 1.015 2.009  0.24

Values from the calculation:
Net charge: 0
M, g mol⁻¹: 93.08
SMILES string: C#CCC(=O)C#N
Frontier orbital gap, eV: 10.152

***

# C5H3NO

A molecular structure, C5H3NO in a non-equilibrium geometry (ωB97M-V with the def2-TZVPD basis set, the OMol25 dataset).

Each line ends with the natural charge from an NBO analysis.
Positions of all 10 atoms, in Å:
C -2.361 1.600 0.584  0.20
C -1.257 1.005 0.293  -0.67
C -0.320 -0.083 0.124  -0.24
C -0.109 -0.900 -0.939  0.15
O 1.127 -1.399 -0.865  -0.25
N 1.788 -0.878 0.220  -0.08
C 0.943 -0.084 0.805  -0.04
H -0.103 1.308 -0.132  0.46
H -0.728 -1.190 -1.777  0.23
H 1.205 0.525 1.667  0.24

Values from the calculation:
Net charge: 0
M, g mol⁻¹: 93.08
Frontier orbital gap, eV: 8.765

***

# C5H3NO

2 unconnected molecules or ions with the total composition C5H3NO in a non-equilibrium geometry (ωB97M-V with the def2-TZVPD basis set, the OMol25 dataset).

Each line ends with the natural charge from an NBO analysis.
Positions of all 10 atoms, in Å:
C -0.001 1.839 2.786  0.21
C 1.142 1.866 0.485  -0.07
C 0.579 1.834 1.549  -0.15
C -1.547 0.167 0.640  0.73
C -0.942 -0.819 0.071  -0.80
N -0.472 1.838 3.833  -0.24
O -2.125 1.049 1.127  -0.46
H 1.603 1.884 -0.458  0.24
H -0.823 -0.857 -0.995  0.26
H -0.547 -1.636 0.642  0.27

Values from the calculation:
Net charge: 0
M, g mol⁻¹: 93.08
SMILES string: C#CC#N.C=C=O
Frontier orbital gap, eV: 10.048

***

# C5H3NOS

C5H3NOS in the gas phase in a non-equilibrium geometry (ωB97M-V with the def2-TZVPD basis set, the OMol25 dataset).

Each line ends with the natural charge from an NBO analysis.
Positions of all 11 atoms, in Å:
C -1.113 -1.616 -0.634  0.27
C 0.162 -0.873 -0.426  -0.40
C 0.529 -0.577 1.000  -0.10
C -0.087 0.673 -0.513  -0.32
C -0.041 0.750 0.857  -0.26
N -1.963 -2.324 -0.987  -0.30
O 1.016 3.446 0.791  -0.84
S 1.190 2.040 0.511  1.21
H 0.681 -1.243 -1.388  0.30
H 0.599 -1.121 1.854  0.21
H -0.973 0.845 -1.066  0.23

Values from the calculation:
Net charge: 0
M, g mol⁻¹: 125.15
Frontier orbital gap (alpha / beta), eV: 7.732 / 7.731

***

# C5H3O3S2

A gas-phase ion, C5H3O3S2 (charge -1) in a non-equilibrium geometry (ωB97M-V with the def2-TZVPD basis set, the OMol25 dataset).

Each line ends with the natural charge from an NBO analysis.
Positions of all 13 atoms, in Å:
C -0.885 -1.974 0.145  -0.38
C -0.212 -1.925 -0.996  -0.47
C 1.476 1.121 0.686  0.40
C -0.780 1.901 -0.124  0.85
C 0.292 0.397 0.214  -0.55
O -1.656 1.898 0.739  -0.70
O 1.591 1.606 1.775  -0.56
O -0.520 2.610 -1.093  -0.71
S -0.633 -0.668 1.333  0.32
S 0.872 -0.672 -1.240  0.26
H -1.681 -2.816 0.382  0.22
H -0.074 -2.716 -1.651  0.22
H 2.210 1.237 -0.169  0.10

Values from the calculation:
Net charge: -1
M, g mol⁻¹: 175.21
SMILES string: O=CC1(C(=O)[O-])SC=CS1
Frontier orbital gap, eV: 6.640

***

# C5H3P

C5H3P in the gas phase in a non-equilibrium geometry (ωB97M-V with the def2-TZVPD basis set, the OMol25 dataset).

Each line ends with the natural charge from an NBO analysis.
Positions of all 9 atoms, in Å:
C 1.291 -0.384 0.940  -0.30
C 2.582 -0.395 0.668  -0.12
C -0.730 -1.516 -0.021  -0.43
C -0.157 -1.402 -1.310  -0.09
C -0.103 -0.790 1.070  -0.07
P 1.662 -0.589 -0.968  0.54
H -1.775 -1.948 -0.006  0.24
H -0.748 -0.527 1.902  0.24
H 1.077 0.669 -0.882  0.01

Values from the calculation:
Net charge: 0
M, g mol⁻¹: 94.05
Frontier orbital gap (alpha / beta), eV: 6.795 / 6.797